Here is C46H45FeN10Se2 as an isolated structure from the Open Molecules 2025 dataset. Energies are from the ωB97M-V functional and the def2-TZVPD basis.

Structure (ORCA input):
```
! wB97M-V def2-TZVPD RIJCOSX def2/J DEFGRID3
* xyz 1 1
Fe 0.17302 1.34860 1.06189
N -4.07578 1.00876 0.87646
C -2.80606 1.31587 0.58840
N -1.80073 1.02084 1.34395
C -2.02212 0.40549 2.58364
N -1.06292 0.32050 3.43936
N 0.09704 0.86796 2.93576
C 1.09032 1.05372 3.70892
C 2.21006 1.77828 3.12245
C 3.32510 2.16715 3.84521
C 4.26437 2.98379 3.23093
C 4.05911 3.36522 1.91915
C 2.93960 2.88905 1.24989
N 2.03078 2.11745 1.82951
C -3.35160 -0.10513 2.86677
C -3.62407 -0.92004 3.96704
C -4.90853 -1.36793 4.18951
C -5.94007 -1.00143 3.32407
C -5.68850 -0.20465 2.22583
C -4.38869 0.23149 1.99726
H -4.80656 1.28755 0.24208
H -2.62453 1.83683 -0.34512
H 1.06176 0.75432 4.75172
H 3.44040 1.85047 4.87372
H 5.15003 3.30244 3.76339
H 4.77399 3.98244 1.39398
H 2.77627 3.11917 0.20470
H -2.81023 -1.18887 4.62637
H -5.12212 -2.00229 5.03875
H -6.94636 -1.35328 3.50833
H -6.48390 0.07025 1.54335
C -0.64840 5.49038 2.23634
C -0.44375 4.10718 2.28346
N -0.28651 3.37690 1.19760
C -0.32772 3.99158 -0.00305
C -0.53419 5.36734 -0.15643
C -0.69403 6.12179 1.01833
C -0.56486 5.91970 -1.47970
C -0.39606 5.13163 -2.56420
C -0.17074 3.72074 -2.43235
C 0.03220 2.85025 -3.51992
C 0.28237 1.52505 -3.27612
C 0.33850 1.06350 -1.95390
N 0.11552 1.84931 -0.91579
C -0.13166 3.15879 -1.15290
H -0.76513 6.04245 3.15837
H -0.40772 3.58127 3.23069
H -0.84821 7.19186 0.95271
H -0.72302 6.98526 -1.58987
H -0.41855 5.55612 -3.56049
H 0.00498 3.23691 -4.53161
H 0.46264 0.82416 -4.08049
H 0.60857 0.04263 -1.73413
Se 2.85820 -0.30767 -0.25462
C 4.49879 0.61774 -0.17922
C 5.40112 0.42127 0.87074
C 6.54329 1.19938 0.95226
N 6.86793 2.15122 0.07278
C 6.03460 2.30801 -0.95548
C 4.86321 1.58352 -1.12295
H 5.19922 -0.33097 1.62404
H 7.23703 1.05546 1.77599
H 6.31005 3.06441 -1.68520
H 4.22429 1.77720 -1.97618
C -3.93383 -2.76907 0.32014
C -3.53403 -3.16004 -1.09977
C -3.34959 -1.96718 -2.03526
C -2.14621 -1.09391 -1.69370
N -0.88497 -1.79336 -1.87347
C -0.05709 -2.20530 -0.87256
Se -0.19358 -1.71610 0.90221
N 0.93113 -2.93591 -1.43544
C 1.97938 -3.68740 -0.74198
C 1.72303 -5.18663 -0.82904
C 0.50406 -5.65431 -0.03776
C 0.65160 -5.47429 1.46986
C 0.77618 -2.93550 -2.81703
C 1.56822 -3.45159 -3.83390
C 1.14966 -3.22500 -5.13463
C -0.01573 -2.50567 -5.41362
C -0.80242 -1.98404 -4.39904
C -0.38079 -2.21461 -3.09670
H -4.24217 -3.64487 0.89240
H -4.77458 -2.06837 0.31302
H -3.10274 -2.30660 0.85577
H -4.29242 -3.81668 -1.53053
H -2.60976 -3.74735 -1.07534
H -4.24168 -1.33287 -1.99873
H -3.25974 -2.31357 -3.06763
H -2.17011 -0.79531 -0.64542
H -2.12695 -0.19639 -2.32210
H 1.99509 -3.33063 0.28421
H 2.93408 -3.39777 -1.18056
H 2.61726 -5.69764 -0.46248
H 1.61178 -5.47654 -1.87798
H 0.33332 -6.70930 -0.26407
H -0.38804 -5.12521 -0.39440
H 1.59819 -5.89662 1.81729
H -0.15219 -5.98385 2.00313
H 0.62717 -4.42265 1.75832
H 2.47730 -3.99745 -3.62141
H 1.73943 -3.61213 -5.95476
H -0.30792 -2.35307 -6.44402
H -1.70140 -1.42361 -4.61901
*
```

For the frontier orbital gap (spin up / spin down), the calculation gives 0.1827 / 0.1832 Eh. As for the energy above the lowest of the compared OMol25 structures with the same formula, charge and spin: 33.3 kcal per mole. The highest occupied orbital energy (spin up / spin down) comes out at -8.2 / -8.2 eV. The value obtained for the lowest unoccupied orbital energy (spin up / spin down) is -3.20 / -3.20 eV.

=====

Here is a 3-piece molecular cluster, C21H40INO2Si overall at a distorted geometry from the Open Molecules 2025 dataset. Energies are from the ωB97M-V functional and the def2-TZVPD basis.

Structure (ORCA input):
```
! wB97M-V def2-TZVPD RIJCOSX def2/J DEFGRID3
* xyz 0 1
C -1.68885 -3.55094 -2.08784
C -0.67821 -4.66362 -2.22099
N 0.56645 -4.34382 -2.93568
Si 1.69246 -3.22667 -2.28841
I 1.24350 -0.94072 -3.10499
O 1.54547 -3.16565 -0.63365
C 1.73281 -4.30983 0.06213
O 2.53483 -5.09734 -0.28508
C 0.85149 -4.45117 1.21893
C 0.20196 -5.67578 1.42318
C -0.64229 -5.84353 2.52236
C -0.82875 -4.79548 3.43727
C -0.17064 -3.57989 3.23859
C 0.66092 -3.39597 2.12596
H -1.33242 -2.74455 -1.46496
H -1.97741 -3.17063 -3.05735
H -2.58023 -3.94881 -1.62450
H -1.14749 -5.48314 -2.74424
H -0.42345 -5.04620 -1.24345
H 0.33222 -4.03154 -3.87078
H 3.05754 -3.51027 -2.71471
H 0.35666 -6.48222 0.73170
H -1.14229 -6.78021 2.68079
H -1.47507 -4.92766 4.28360
H -0.30539 -2.77302 3.92740
H 1.15107 -2.45888 1.95974
C 0.58420 2.58550 6.41617
C -0.20141 2.05913 5.21816
C 0.19679 0.64504 4.80183
C 1.65427 0.49572 4.36100
C 2.05710 1.40095 3.19967
C 1.27680 1.13272 1.91435
H 1.65083 2.65809 6.20007
H 0.24137 3.58004 6.70244
H 0.46103 1.92928 7.27990
H -0.08444 2.74372 4.37411
H -1.26665 2.06011 5.46156
H -0.46689 0.31526 3.99706
H 0.01555 -0.03457 5.64166
H 1.83317 -0.54666 4.07717
H 2.31367 0.68787 5.21114
H 3.12300 1.26062 3.00487
H 1.93832 2.44870 3.48745
H 1.40818 0.10191 1.58268
H 1.62073 1.78153 1.10833
H 0.20823 1.31124 2.04336
C 0.71591 3.49612 -2.52153
C -0.55391 2.89638 -3.11959
C -0.61027 2.98039 -4.64335
C -0.60222 4.40212 -5.20647
C -1.73481 5.29390 -4.70155
C -3.12510 4.77912 -5.06486
H 0.79804 4.56357 -2.73141
H 0.73272 3.37446 -1.43770
H 1.60391 3.00445 -2.92434
H -1.43011 3.38153 -2.68083
H -0.61481 1.84454 -2.83101
H -1.50007 2.45163 -4.99583
H 0.24435 2.43721 -5.05943
H -0.65651 4.34397 -6.29798
H 0.35457 4.88019 -4.98002
H -1.60268 6.29285 -5.12449
H -1.66195 5.41278 -3.61725
H -3.23070 4.67724 -6.14672
H -3.89996 5.46348 -4.71770
H -3.32516 3.80539 -4.61593
*
```

For the frontier orbital gap, the calculation gives 0.3648 Eh. The highest occupied orbital energy comes out at -9.4 eV. As for the SMILES: CCN[Si@@H](I)OC(=O)c1ccccc1.CCCCCC.CCCCCC. The value obtained for the lowest unoccupied orbital energy is 0.48 eV.

=====

Here is a 17-piece molecular cluster, C41H124N8O17 overall at a distorted geometry from the Open Molecules 2025 dataset. Energies are from the ωB97M-V functional and the def2-TZVPD basis.

Structure (ORCA input):
```
! wB97M-V def2-TZVPD RIJCOSX def2/J DEFGRID3
* xyz 1 2
C -7.68827 18.93247 3.85735
O -6.60392 19.08300 3.00629
H -7.29190 18.37860 4.70836
H -8.14719 19.89367 4.08882
H -8.43070 18.29819 3.37301
H -6.24790 18.20222 2.86814
C -2.86080 21.27545 12.63411
O -1.52117 21.45392 12.31803
H -3.23216 20.30972 12.29126
H -2.98511 21.24781 13.71665
H -3.46151 22.08889 12.22722
H -1.51454 21.79481 11.42061
C -0.82091 17.80414 11.60889
O -1.40041 16.56901 11.15654
H -0.17677 18.09909 10.78052
H -1.52261 18.61190 11.81683
H -0.13396 17.61742 12.43431
H -0.67168 15.95045 11.06749
C -0.65788 15.53395 1.93638
O 0.51872 14.93192 2.41267
H -1.27639 14.66667 1.70534
H -1.16938 16.19130 2.63949
H -0.53203 16.04816 0.98357
H 0.95484 14.39742 1.74505
C -5.07304 21.80665 3.91563
O -5.36588 20.75678 4.80681
H -5.95982 22.18724 3.40880
H -4.63102 22.68538 4.38527
H -4.43448 21.41031 3.12617
H -5.88037 20.15090 4.26847
C -1.52823 23.48928 8.85669
O -1.82626 22.58441 9.89692
H -2.46006 23.73409 8.34693
H -1.08116 24.43210 9.17185
H -0.88021 23.12039 8.06165
H -2.27109 21.81993 9.52371
C -4.98503 17.39950 10.67776
O -3.83586 18.27154 10.60237
H -5.73354 18.02208 11.16789
H -5.34544 17.02612 9.71922
H -4.82100 16.54763 11.33769
H -3.07194 17.69090 10.57252
C -3.52570 18.98873 0.95902
O -3.22659 17.60208 0.93847
H -4.17374 19.26222 0.12634
H -4.03138 19.20081 1.90104
H -2.57331 19.51254 0.87733
H -2.54671 17.37065 0.30144
C -5.26963 23.43965 7.44590
O -6.05794 22.24204 7.55660
H -4.41443 23.42366 6.77027
H -6.01344 24.14127 7.06830
H -5.05832 23.85582 8.43091
H -5.82442 21.76616 6.75622
C 2.04789 20.58057 10.45283
C 3.51077 20.92318 10.82712
C 3.78852 21.43125 12.28957
O 5.18599 21.60494 12.45068
C 5.63779 21.82048 13.78032
N 4.35069 19.72845 10.50258
H 1.48284 21.51267 10.45074
H 1.69703 19.87460 11.20556
H 2.04374 20.25363 9.41303
H 3.69227 21.71402 10.09930
H 3.51052 20.69589 13.04460
H 3.24348 22.35294 12.49333
H 5.41425 20.95546 14.40472
H 5.33187 22.74279 14.27414
H 6.72212 21.89377 13.69688
H 5.31212 19.97598 10.68829
H 4.37007 19.56822 9.50556
C -0.21529 23.29837 -0.06618
C 0.55161 23.07809 1.25698
C 0.25368 21.68545 1.94582
O -0.95774 21.80559 2.64059
C -1.10236 20.71734 3.54703
N 2.03717 23.19800 0.90326
H -1.28292 23.45197 0.09091
H -0.12279 22.39815 -0.67377
H 0.16276 24.06877 -0.73823
H 0.35458 23.83356 2.01761
H 1.10647 21.53528 2.60786
H 0.30271 20.86367 1.23142
H -1.54837 19.84419 3.07082
H -1.78145 20.99705 4.35245
H -0.15558 20.43153 4.00531
H 2.39916 22.42419 0.36448
H 2.11313 24.00935 0.30657
C 3.83646 16.86699 7.99883
C 2.44843 17.42514 8.45141
C 1.24385 16.75913 7.73823
O 1.36318 17.00686 6.37377
C 0.43058 16.28112 5.63771
N 2.38100 17.38228 9.92257
H 4.02015 16.88381 6.92455
H 3.78492 15.78742 8.14017
H 4.66080 17.36003 8.51406
H 2.37428 18.48166 8.19379
H 0.36724 17.26555 8.14220
H 1.28631 15.68701 7.93022
H 0.46335 16.52681 4.57627
H -0.54217 16.52761 6.06327
H 0.59703 15.20886 5.74098
H 2.89831 16.54069 10.13287
H 2.97243 18.13464 10.24548
C -8.29892 18.00230 13.24207
C -8.94793 19.19641 12.64267
C -8.16836 19.82590 11.50143
O -7.15946 20.62157 12.12634
C -6.22248 21.17884 11.23506
N -10.25071 18.71030 12.17766
H -8.19241 17.20163 12.51016
H -8.79511 17.58035 14.11607
H -7.25372 18.17135 13.50107
H -9.12753 19.99817 13.35892
H -8.80037 20.41187 10.83412
H -7.75932 19.10448 10.79409
H -5.55028 21.84448 11.77651
H -6.71156 21.83388 10.51407
H -5.57531 20.42553 10.78586
H -10.80240 19.48970 11.84862
H -10.16321 18.12071 11.36229
C -1.33327 19.67486 8.35627
C -2.71941 20.12097 7.86981
C -3.32835 19.02029 7.02285
O -2.52371 18.69888 5.89432
C -3.04151 17.83075 4.92549
N -3.55856 20.54929 9.00036
H -0.76593 19.49114 7.44387
H -1.38650 18.68379 8.80689
H -0.74696 20.41312 8.90337
H -2.64686 20.96918 7.18909
H -4.29425 19.36674 6.65530
H -3.52368 18.16144 7.66497
H -3.12698 16.79425 5.25176
H -2.51322 17.97799 3.98351
H -4.03924 18.15282 4.62730
H -4.50292 20.80269 8.74723
H -3.64668 19.72053 9.57088
C -6.84458 15.20736 3.29033
C -5.42064 15.74282 3.37199
C -4.37807 14.69210 3.10443
O -4.39490 13.79391 4.19515
C -3.52756 12.67572 3.97765
N -5.49115 16.71241 2.25832
H -7.02325 14.76331 2.31105
H -7.64612 15.92710 3.45647
H -6.90002 14.48482 4.10455
H -5.25088 16.20596 4.34399
H -3.40925 15.18545 3.02637
H -4.53296 14.27313 2.11017
H -3.41132 12.02559 4.84479
H -2.51669 12.97158 3.69712
H -3.88429 12.05399 3.15650
H -5.99249 16.36390 1.45376
H -4.61067 16.96692 1.83396
C -3.29097 12.10212 10.75793
C -2.49052 13.38145 10.73625
C -2.50739 14.03364 9.32610
O -1.87221 13.14023 8.37945
C -2.18173 13.52388 7.04093
N -3.14003 14.29928 11.66786
H -3.26063 11.78691 11.80091
H -2.81833 11.36870 10.10463
H -4.33194 12.29646 10.49963
H -1.44840 13.25168 11.02822
H -2.04108 15.01870 9.34376
H -3.54627 14.26659 9.09252
H -1.95296 14.57099 6.84260
H -3.22814 13.38982 6.76679
H -1.57056 12.88258 6.40587
H -2.94747 13.92263 12.58501
H -2.57927 15.13475 11.58048
C 2.91936 24.98309 4.04915
C 3.55532 23.63334 4.39464
C 2.42662 22.72688 5.02538
O 2.11197 23.09185 6.36180
C 1.42433 22.09639 7.02953
N 3.97255 23.08695 3.10680
H 3.54623 25.52377 3.34007
H 2.87718 25.56569 4.96942
H 1.92158 25.00250 3.61080
H 4.41607 23.88790 5.01303
H 2.62314 21.65496 5.00387
H 1.47576 22.71167 4.49272
H 1.99711 21.17071 7.08566
H 0.49068 21.92047 6.49525
H 1.10498 22.38491 8.03096
H 3.21424 23.08064 2.43970
H 4.21427 22.11000 3.19180
*
```

For the frontier orbital gap (spin up / spin down), the calculation gives 0.2764 / 0.0706 Eh. The highest occupied orbital energy (spin up / spin down) comes out at -10.2 / -10.2 eV. Its expectation value of S² is 0.7550. The value obtained for the lowest unoccupied orbital energy (spin up / spin down) is -2.65 / -8.25 eV.